(1)
{"formula": "C4H11NO", "method": "the ωB97M-V functional and the def2-TZVPD basis", "elements": ["C", "N", "C", "H", "H", "H", "H", "H", "C", "C", "O", "H", "H", "H", "H", "H", "H"], "xyz": [[-1.26246, -0.70317, 1.37275], [-0.57654, 0.39618, 1.30368], [0.76172, 0.39165, 1.84998], [-0.87036, -1.60508, 1.85344], [-2.33930, -0.62150, 1.28439], [1.20012, -0.60942, 1.96895], [0.73473, 0.88206, 2.82501], [1.41051, 0.96959, 1.19158], [1.00042, 0.21647, -1.90259], [-0.45525, 0.34570, -1.48304], [-1.11849, -0.84921, -1.39623], [1.55845, -0.34088, -1.14932], [1.45449, 1.20071, -2.00667], [1.08014, -0.30513, -2.85698], [-0.46662, 0.75733, -0.33770], [-1.02250, 1.02710, -2.12486], [-1.08906, -1.15240, -0.39239]], "forces_ev_per_a": [[0.7, 1.7, 1.5], [-1.3, -1.5, 1.2], [0.4, -0.2, -0.4], [0.2, -0.1, -0.3], [-0.1, -0.2, -0.6], [-0.1, 0.0, 0.0], [0.0, 0.0, -0.1], [0.1, 0.1, 0.1], [-0.3, -0.1, -0.2], [0.7, 1.6, 2.5], [-0.5, -2.1, 2.1], [0.1, -0.1, 0.0], [0.0, 0.1, 0.0], [0.1, 0.0, 0.0], [0.1, 0.1, -2.9], [0.1, 0.0, 0.1], [-0.1, 0.7, -2.8]], "lowdin_charge": [-0.084, -0.124, -0.129, 0.092, 0.090, 0.081, 0.086, 0.075, -0.092, -0.377, -0.110, 0.063, 0.070, 0.070, 0.101, 0.114, 0.076], "molar_mass_da": 89.14, "e_tot_ha": -288.91252, "e_above_lowest_kcal_mol": 65.6, "spin_multiplicity": 1, "smiles": "C=NC.CCO"}

(2)
{"formula": "C8H19BLiO4SSi", "method": "the ωB97M-V functional and the def2-TZVPD basis", "elements": ["C", "B", "O", "C", "C", "S", "O", "O", "O", "C", "C", "Si", "C", "C", "C", "H", "H", "H", "H", "H", "H", "H", "H", "H", "H", "H", "H", "H", "H", "H", "H", "H", "H", "H", "Li"], "xyz": [[-2.74566, -0.13922, 0.73274], [-1.78158, 0.59865, -0.27832], [-2.06865, 0.53084, -1.62487], [-0.44542, 1.30071, 0.21720], [-0.34121, 2.72073, -0.40498], [1.28901, 3.25959, -0.88231], [1.15908, 4.29843, -1.84057], [2.04456, 3.44358, 0.31498], [1.90872, 2.00080, -1.64689], [1.19329, 0.75256, -1.58704], [0.81545, 0.46307, -0.13598], [0.74904, -1.36912, 0.26403], [2.46442, -2.08098, 0.07611], [0.29435, -1.57230, 2.11849], [-0.44226, -2.32169, -0.82872], [-3.09490, -1.06875, 0.28140], [-3.61964, 0.47773, 0.95041], [-2.25879, -0.36535, 1.68395], [-2.72111, 1.14092, -1.96868], [-0.48203, 1.41683, 1.30190], [-0.94692, 2.82527, -1.30487], [-0.66669, 3.48411, 0.29736], [0.31299, 0.80369, -2.22480], [1.88470, 0.01853, -1.99302], [1.64630, 0.85771, 0.46002], [2.71842, -2.03902, -0.98534], [2.51172, -3.12802, 0.36986], [3.21744, -1.50171, 0.60799], [-0.34590, -2.45206, 2.23290], [1.21753, -1.73103, 2.67820], [-0.19340, -0.67972, 2.52604], [-1.28066, -2.73834, -0.26872], [-0.85460, -1.67300, -1.60171], [0.06286, -3.15248, -1.31677], [-1.20046, -2.38097, 3.78000]], "forces_ev_per_a": [[0.3, -0.2, -0.1], [-0.1, -0.3, 0.3], [0.3, 0.4, 0.1], [0.1, 0.4, -0.1], [-0.2, -0.2, -0.2], [0.0, -0.2, 0.2], [0.0, 0.3, -0.1], [0.1, 0.0, 0.1], [-0.2, 0.1, -0.2], [0.2, -0.1, 0.3], [-0.3, 0.0, 0.0], [0.4, -0.3, -0.3], [-0.2, 0.2, -0.2], [-0.1, 0.3, 0.5], [-0.1, 0.2, 0.3], [-0.2, 0.0, 0.0], [-0.1, 0.0, 0.0], [-0.1, 0.1, 0.1], [-0.3, -0.1, -0.3], [0.0, 0.0, 0.1], [0.0, 0.0, -0.1], [0.0, 0.1, 0.0], [0.0, 0.0, -0.1], [0.1, 0.1, -0.1], [0.1, -0.1, 0.1], [0.1, -0.1, 0.0], [0.0, -0.1, 0.1], [0.1, -0.1, 0.1], [0.0, -0.4, -0.6], [0.0, -0.1, 0.1], [-0.1, 0.0, -0.1], [-0.1, 0.0, 0.0], [-0.1, -0.1, -0.1], [0.1, 0.0, 0.0], [0.1, 0.2, 0.1]], "lowdin_charge": [0.014, -0.507, 0.134, -0.227, -0.170, 0.626, -0.240, -0.254, -0.208, -0.177, -0.303, 0.575, -0.160, -0.195, -0.133, 0.072, 0.083, 0.030, 0.126, 0.128, 0.107, 0.122, 0.130, 0.127, 0.126, 0.042, 0.042, 0.048, -0.023, 0.047, 0.022, 0.033, 0.037, 0.046, 0.879], "molar_mass_da": 257.14, "e_tot_ha": -1337.07095, "total_charge": 1, "spin_multiplicity": 1}

(3)
{"formula": "C24H53BNO8PS4", "method": "the ωB97M-V functional and the def2-TZVPD basis", "elements": ["C", "C", "P", "B", "C", "C", "C", "C", "N", "C", "C", "H", "H", "H", "H", "H", "H", "H", "H", "H", "H", "H", "H", "H", "H", "H", "H", "H", "H", "H", "H", "H", "O", "S", "O", "C", "C", "C", "C", "H", "H", "H", "H", "H", "H", "H", "H", "O", "S", "O", "C", "C", "C", "C", "H", "H", "H", "H", "H", "H", "H", "H", "O", "S", "O", "C", "C", "C", "C", "H", "H", "H", "H", "H", "H", "H", "H", "O", "S", "O", "C", "C", "C", "C", "H", "H", "H", "H", "H", "H", "H", "H"], "xyz": [[-0.10803, -3.46222, -1.30221], [-1.06051, -2.30905, -1.63611], [-1.18713, -1.13136, -0.20976], [0.08551, 0.23327, -0.71231], [1.49836, 0.37097, -0.04441], [2.58597, -0.11949, -1.02672], [2.83970, 0.84521, -2.18979], [1.95331, 0.65303, -3.43123], [1.37467, -0.68373, -3.51953], [-2.77627, -0.20464, -0.48560], [-3.25028, -0.12257, -1.94155], [0.93114, -3.17046, -1.45628], [-0.21937, -3.77352, -0.26544], [-0.30530, -4.31987, -1.94493], [-2.05361, -2.71090, -1.83334], [-0.70339, -1.81460, -2.53688], [-0.22385, 1.03712, -1.55474], [1.68640, 1.42085, 0.19256], [1.53994, -0.21065, 0.87681], [2.32459, -1.12076, -1.36380], [3.51391, -0.21040, -0.45902], [3.89594, 0.82289, -2.45841], [2.64257, 1.85077, -1.81678], [1.12633, 1.35731, -3.36595], [2.50939, 0.93830, -4.32577], [2.07734, -1.40493, -3.44192], [0.87110, -0.79821, -4.38639], [-2.57015, 0.80456, -0.12458], [-3.52659, -0.66179, 0.15198], [-3.81742, -1.01328, -2.20140], [-2.40530, -0.04288, -2.62447], [-3.88219, 0.75171, -2.09655], [-3.38748, -2.78283, 1.58972], [-3.32042, -2.38390, 2.97252], [-2.59224, -1.21380, 3.38245], [-4.98677, -2.29727, 3.62095], [-5.26382, -3.70919, 4.12674], [-3.98577, -4.14944, 4.85501], [-2.79761, -3.79919, 3.95033], [-5.65322, -1.96776, 2.82726], [-4.97882, -1.57008, 4.43453], [-6.13170, -3.73015, 4.78391], [-5.46302, -4.37520, 3.28418], [-3.90032, -3.60742, 5.79827], [-3.99767, -5.21362, 5.08594], [-1.90972, -3.51512, 4.50916], [-2.55875, -4.59884, 3.25217], [9.04749, -2.89674, 0.40987], [8.31671, -2.70366, -0.81645], [8.85727, -3.16296, -2.06933], [6.65459, -3.33383, -0.59876], [5.87083, -2.14468, -0.05308], [6.32312, -0.93039, -0.87666], [7.85483, -0.96861, -0.94542], [6.69135, -4.19028, 0.06980], [6.29283, -3.63815, -1.58043], [4.79691, -2.30795, -0.12903], [6.11367, -1.99243, 1.00057], [5.90492, -0.99753, -1.88311], [5.97517, 0.00492, -0.44075], [8.24997, -0.58025, -1.88023], [8.31581, -0.45264, -0.10581], [-4.56497, 0.38142, 5.88319], [-3.21578, 0.64065, 6.32755], [-2.38492, -0.44524, 6.77957], [-2.36663, 1.59496, 5.07772], [-2.66415, 3.04394, 5.45003], [-2.51082, 3.12960, 6.97585], [-3.26335, 1.93572, 7.57745], [-2.73518, 1.28961, 4.10157], [-1.30563, 1.36363, 5.16260], [-1.99304, 3.73003, 4.93595], [-3.68716, 3.29759, 5.16419], [-1.45341, 3.07006, 7.23955], [-2.89423, 4.06959, 7.36964], [-2.80141, 1.55130, 8.48273], [-4.31089, 2.16302, 7.76413], [1.01720, 2.51724, -5.94188], [0.64921, 3.76798, -5.32738], [1.38313, 4.27568, -4.19707], [0.54957, 5.01732, -6.60591], [-0.89232, 4.93271, -7.09697], [-1.75877, 4.79514, -5.83666], [-1.10937, 3.72590, -4.94876], [1.29455, 4.79800, -7.36665], [0.76034, 5.97828, -6.13773], [-1.16361, 5.80989, -7.68199], [-1.01599, 4.05364, -7.73255], [-1.78466, 5.74893, -5.30670], [-2.78567, 4.52731, -6.07920], [-1.23344, 3.91989, -3.88666], [-1.46347, 2.72456, -5.18532]], "forces_ev_per_a": [[-0.1, 0.1, -0.1], [0.3, -0.2, -0.1], [0.1, 0.0, 0.7], [0.0, 0.1, -0.5], [-0.4, -0.3, -0.2], [0.2, 0.3, 0.4], [-0.3, -0.1, 0.1], [0.0, 0.2, 0.0], [-0.1, 0.1, 0.4], [0.4, 0.1, -0.6], [0.0, 0.0, 0.3], [0.1, 0.1, 0.1], [0.0, -0.1, 0.1], [0.0, -0.1, 0.0], [-0.1, 0.1, 0.1], [-0.1, 0.1, -0.1], [-0.1, 0.1, 0.2], [0.1, 0.1, 0.1], [0.1, 0.0, 0.1], [0.1, -0.1, -0.1], [0.1, 0.0, 0.0], [0.0, -0.2, -0.1], [0.2, 0.1, 0.0], [-0.1, 0.0, 0.0], [0.1, 0.0, 0.0], [0.1, -0.1, -0.2], [0.0, -0.1, -0.1], [-0.1, 0.0, 0.2], [-0.1, 0.1, 0.1], [0.0, 0.0, -0.1], [0.0, 0.0, -0.1], [-0.2, 0.0, 0.0], [0.0, 0.0, -0.1], [-0.3, -0.2, 0.3], [0.2, 0.3, -0.2], [-0.1, -0.1, 0.1], [0.1, 0.0, 0.0], [0.0, 0.0, 0.0], [0.0, -0.1, 0.2], [0.1, 0.0, -0.1], [0.0, 0.0, 0.0], [0.0, 0.0, 0.0], [0.0, 0.0, 0.0], [0.0, 0.0, 0.0], [0.0, 0.0, 0.0], [0.0, 0.0, -0.1], [0.0, 0.0, -0.1], [0.1, 0.0, 0.0], [-0.1, 0.0, -0.1], [0.1, 0.0, 0.0], [-0.2, 0.0, 0.1], [0.1, 0.0, 0.0], [0.0, 0.0, 0.0], [-0.2, 0.2, 0.0], [0.1, 0.0, 0.0], [0.0, 0.0, 0.0], [0.0, 0.0, 0.0], [0.0, 0.0, 0.0], [0.0, 0.0, 0.0], [0.0, 0.0, 0.0], [0.1, 0.0, 0.0], [0.0, -0.1, 0.0], [-0.1, -0.1, 0.0], [0.2, -0.1, -0.1], [-0.1, -0.1, 0.1], [0.0, 0.2, -0.1], [0.0, 0.0, 0.1], [0.0, 0.0, 0.0], [0.1, 0.2, 0.1], [0.0, -0.1, 0.0], [0.0, 0.0, 0.0], [0.0, 0.0, 0.0], [0.0, 0.0, 0.0], [0.0, 0.0, 0.0], [0.0, 0.0, 0.0], [0.0, -0.1, 0.0], [0.0, 0.0, -0.1], [0.1, 0.0, 0.0], [-0.1, 0.1, 0.0], [0.1, -0.1, 0.0], [-0.1, 0.1, -0.1], [0.0, 0.0, 0.1], [0.1, 0.0, 0.0], [-0.2, 0.1, 0.0], [0.1, -0.1, 0.1], [0.0, 0.0, 0.0], [0.0, 0.0, 0.0], [0.0, 0.0, 0.0], [0.0, 0.0, 0.0], [0.0, 0.0, 0.0], [0.1, -0.1, 0.0], [0.1, 0.0, 0.0]], "lowdin_charge": [-0.172, -0.444, 0.959, -0.299, -0.211, -0.229, -0.175, -0.282, 0.016, -0.438, -0.162, 0.050, 0.053, 0.064, 0.073, 0.041, 0.053, 0.096, 0.084, 0.081, 0.084, 0.096, 0.111, 0.074, 0.098, 0.072, 0.078, 0.060, 0.040, 0.065, 0.052, 0.061, -0.350, 0.643, -0.333, -0.222, -0.216, -0.208, -0.211, 0.109, 0.083, 0.114, 0.117, 0.117, 0.112, 0.104, 0.103, -0.321, 0.659, -0.325, -0.229, -0.221, -0.226, -0.217, 0.107, 0.107, 0.105, 0.122, 0.114, 0.110, 0.102, 0.104, -0.328, 0.656, -0.325, -0.232, -0.219, -0.214, -0.219, 0.095, 0.114, 0.114, 0.119, 0.116, 0.112, 0.101, 0.102, -0.324, 0.651, -0.322, -0.230, -0.220, -0.212, -0.217, 0.108, 0.107, 0.114, 0.119, 0.116, 0.113, 0.103, 0.105], "molar_mass_da": 653.74, "e_tot_ha": -3561.80964, "spin_multiplicity": 1, "smiles": "CCP(BCCCCN)CC.O=S1(=O)CCCC1.O=S1(=O)CCCC1.O=S1(=O)CCCC1.O=S1(=O)CCCC1"}

(4)
{"formula": "CH3N4", "method": "the ωB97M-V functional and the def2-TZVPD basis", "elements": ["C", "N", "N", "N", "N", "H", "H", "H"], "xyz": [[-0.07581, 0.27136, 0.30247], [-1.45485, 0.96029, 0.10381], [-1.86531, -0.16032, -0.16914], [-0.68479, -0.91660, 0.09440], [1.22586, 0.58518, -0.06614], [-0.49171, -1.84245, -0.16061], [1.69565, 1.43871, 0.27260], [1.65096, -0.33617, -0.37740]], "forces_ev_per_a": [[3.8, 0.7, -2.7], [1.3, 0.2, 1.0], [-1.4, -0.7, -0.7], [-0.3, 2.5, 1.4], [-4.2, -2.6, 1.5], [0.5, -1.5, -0.5], [-0.1, -0.7, -0.5], [0.5, 2.1, 0.6]], "lowdin_charge": [-0.163, 0.174, 0.116, 0.134, 0.253, 0.149, 0.162, 0.174], "molar_mass_da": 71.06, "e_tot_ha": -258.50308, "e_above_lowest_kcal_mol": 100.7, "total_charge": 1, "spin_multiplicity": 1}